190
Properties=species:S:1:pos:R:3 method="wB97M-V/def2-TZVPD" fmax_ev_per_a=3.99 total_charge=-1 spin_multiplicity=1 total_energy_ha=-3580.833150
O 0.56 -1.84 3.53
C 0.76 -0.74 2.96
O 0.80 -0.56 1.66
B 0.63 0.87 1.27
O 0.96 1.53 2.58
C 0.88 0.70 3.59
O 0.81 1.00 4.78
O -0.77 1.20 0.76
C -0.67 1.93 -0.36
O -1.56 2.40 -1.07
C 0.87 2.01 -0.71
O 1.53 1.26 0.18
O 1.41 2.61 -1.63
C 4.60 6.71 0.05
C 4.24 5.62 1.13
O 4.76 6.06 2.39
C 4.57 5.03 3.37
C 4.73 5.76 4.66
H 5.67 6.90 -0.06
H 4.18 6.44 -0.92
H 4.12 7.67 0.25
H 3.16 5.47 1.13
H 4.68 4.67 0.85
H 3.57 4.64 3.23
H 5.31 4.23 3.29
H 4.58 5.22 5.60
H 3.96 6.54 4.68
H 5.65 6.33 4.71
C -7.42 -4.34 -4.94
C -6.91 -3.64 -3.71
O -5.53 -3.45 -3.87
C -4.98 -2.84 -2.71
C -3.53 -2.63 -2.99
H -7.46 -3.74 -5.85
H -6.84 -5.24 -5.14
H -8.40 -4.74 -4.68
H -7.49 -2.72 -3.61
H -7.09 -4.23 -2.81
H -5.42 -1.88 -2.44
H -5.19 -3.47 -1.85
H -3.37 -1.97 -3.84
H -2.96 -3.55 -3.13
H -3.07 -2.11 -2.16
C 6.04 -8.80 2.94
C 5.55 -7.42 2.50
O 4.15 -7.52 2.35
C 3.47 -6.32 2.10
C 2.02 -6.73 2.02
H 6.02 -9.60 2.19
H 7.08 -8.82 3.28
H 5.44 -9.12 3.79
H 5.77 -6.77 3.35
H 6.02 -6.97 1.63
H 3.64 -5.60 2.90
H 3.80 -5.84 1.18
H 1.94 -7.52 1.28
H 1.43 -5.89 1.65
H 1.68 -7.17 2.96
C -4.29 -4.00 2.20
C -5.60 -3.68 2.97
O -6.60 -3.52 1.98
C -7.68 -2.72 2.43
C -8.55 -2.37 1.22
H -3.94 -3.17 1.59
H -3.52 -4.40 2.86
H -4.48 -4.77 1.45
H -5.90 -4.45 3.68
H -5.38 -2.74 3.47
H -8.26 -3.33 3.13
H -7.32 -1.83 2.94
H -9.53 -2.01 1.51
H -8.79 -3.23 0.58
H -8.23 -1.53 0.61
C 6.10 3.50 -4.93
C 6.84 2.87 -3.75
O 8.15 3.37 -3.84
C 8.87 3.01 -2.65
C 10.28 3.63 -2.88
H 6.47 3.11 -5.88
H 5.03 3.31 -4.87
H 6.20 4.59 -4.94
H 6.33 3.20 -2.84
H 6.71 1.79 -3.83
H 8.35 3.32 -1.75
H 8.95 1.92 -2.66
H 11.00 3.20 -2.18
H 10.21 4.71 -2.77
H 10.69 3.41 -3.86
C -6.08 4.69 3.25
C -5.47 3.33 2.93
O -4.75 2.98 4.13
C -4.10 1.74 4.03
C -3.80 1.22 5.43
H -6.78 4.94 2.45
H -6.67 4.66 4.17
H -5.33 5.47 3.43
H -6.16 2.52 2.72
H -4.81 3.47 2.08
H -4.64 0.99 3.46
H -3.13 1.90 3.57
H -4.71 0.95 5.95
H -3.24 1.95 6.01
H -3.30 0.25 5.38
C -4.24 0.17 -9.28
C -2.87 -0.29 -9.02
O -2.23 0.59 -8.17
C -0.92 0.23 -7.69
C -0.35 1.42 -6.91
H -4.28 1.07 -9.89
H -4.79 -0.55 -9.88
H -4.74 0.38 -8.33
H -2.99 -1.31 -8.64
H -2.28 -0.28 -9.94
H -1.04 -0.64 -7.04
H -0.22 -0.11 -8.44
H -1.15 1.78 -6.27
H -0.07 2.26 -7.54
H 0.51 1.14 -6.30
C 1.12 9.01 -6.03
C 1.25 8.06 -4.90
O 0.28 8.44 -3.92
C 0.05 7.38 -2.96
C -1.00 7.92 -1.96
H 0.15 8.95 -6.53
H 1.29 10.06 -5.77
H 1.86 8.83 -6.81
H 1.11 7.08 -5.35
H 2.23 8.15 -4.43
H -0.40 6.56 -3.51
H 0.96 7.08 -2.44
H -0.71 8.88 -1.53
H -1.22 7.22 -1.15
H -1.94 8.02 -2.48
C 5.79 -1.58 3.20
C 5.84 -1.34 1.69
C 6.61 -0.14 1.29
O 6.51 -2.43 1.10
H 6.76 -1.80 3.64
H 5.09 -2.36 3.50
H 5.44 -0.68 3.72
H 4.85 -1.19 1.26
H 6.28 0.75 1.83
H 6.58 0.14 0.24
H 7.67 -0.31 1.51
H 7.45 -2.29 1.21
C 3.85 -1.87 -4.79
C 3.75 -1.91 -3.27
C 2.44 -2.55 -2.75
O 4.77 -2.75 -2.83
H 3.23 -1.05 -5.15
H 3.61 -2.81 -5.29
H 4.86 -1.62 -5.12
H 3.93 -0.97 -2.75
H 2.42 -2.77 -1.68
H 2.17 -3.48 -3.25
H 1.67 -1.78 -2.88
H 4.89 -2.69 -1.88
C -6.39 3.43 -2.83
C -5.67 3.75 -4.15
C -5.38 2.60 -5.10
O -6.45 4.68 -4.89
H -5.96 2.58 -2.31
H -7.40 3.16 -3.13
H -6.40 4.27 -2.14
H -4.72 4.26 -4.01
H -6.29 2.21 -5.57
H -4.88 1.73 -4.66
H -4.80 2.92 -5.97
H -5.97 4.76 -5.71
C -2.30 -6.73 6.80
C -2.67 -6.57 8.30
C -3.51 -7.67 8.86
O -1.43 -6.52 9.01
H -1.68 -5.93 6.40
H -3.24 -6.82 6.25
H -1.71 -7.63 6.63
H -3.15 -5.60 8.45
H -3.04 -8.64 8.71
H -4.51 -7.76 8.43
H -3.55 -7.51 9.94
H -1.06 -7.36 8.74
C 1.89 -2.91 8.61
C 0.78 -2.29 9.44
O 0.38 -3.23 10.37
H 2.35 -2.11 8.03
H 1.60 -3.66 7.88
H 2.73 -3.23 9.22
H -0.10 -2.06 8.83
H 1.09 -1.41 9.99
H 0.11 -4.02 9.91

=====

208
Properties=species:S:1:pos:R:3 method="wB97M-V/def2-TZVPD" fmax_ev_per_a=5.84 total_charge=-1 spin_multiplicity=1 total_energy_ha=-4323.212917
O -1.15 -0.05 2.51
C -0.78 0.70 1.69
O 0.23 0.52 0.85
B 0.40 1.74 -0.01
O -0.54 2.70 0.57
C -1.28 2.15 1.51
O -2.10 2.68 2.16
O 0.13 1.48 -1.45
C 1.23 1.78 -2.14
O 1.45 1.61 -3.25
C 2.31 2.24 -1.14
O 1.79 2.19 0.06
O 3.39 2.62 -1.41
C 0.74 5.71 0.88
O 1.06 6.93 1.57
H 0.25 5.96 -0.07
H 1.65 5.17 0.60
H 0.06 5.14 1.51
H 0.49 6.95 2.34
C 5.89 3.19 -3.78
O 5.56 2.06 -3.06
H 5.76 3.03 -4.85
H 5.26 4.06 -3.54
H 6.92 3.47 -3.53
H 4.65 2.14 -2.71
C -2.41 5.94 3.62
O -1.33 6.83 3.57
H -3.28 6.27 4.20
H -2.79 5.77 2.61
H -2.06 4.95 3.92
H -1.02 7.01 4.46
C -0.60 4.44 -3.55
O -1.77 4.05 -4.26
H 0.25 3.95 -4.04
H -0.48 5.50 -3.78
H -0.57 4.26 -2.47
H -2.08 3.13 -4.15
C 3.33 -4.59 -2.36
O 2.53 -4.03 -3.34
C 2.81 -2.66 -3.50
C 1.91 -2.08 -4.55
N 2.09 -2.66 -5.87
C 1.14 -2.06 -6.81
C 1.40 -2.60 -8.17
O 0.84 -3.88 -8.35
C 1.34 -4.53 -9.44
H 4.26 -5.01 -2.77
H 2.83 -5.49 -1.97
H 3.48 -3.91 -1.53
H 3.83 -2.39 -3.82
H 2.53 -2.15 -2.57
H 1.92 -0.99 -4.60
H 0.87 -2.25 -4.21
H 1.90 -3.66 -5.81
H 1.20 -0.98 -6.79
H 0.15 -2.33 -6.41
H 2.45 -2.53 -8.49
H 0.90 -1.95 -8.91
H 1.04 -5.57 -9.44
H 2.45 -4.54 -9.47
H 1.15 -4.07 -10.43
C -8.63 -2.76 5.60
O -7.52 -2.45 4.87
C -7.34 -3.44 3.89
C -5.91 -3.58 3.34
N -5.13 -2.32 3.37
C -5.74 -1.47 2.34
C -5.26 -0.05 2.30
O -5.27 0.52 3.62
C -5.43 1.89 3.66
H -8.88 -1.95 6.29
H -8.57 -3.66 6.22
H -9.54 -2.86 4.99
H -8.00 -3.19 3.03
H -7.79 -4.40 4.18
H -5.94 -3.99 2.31
H -5.43 -4.32 3.98
H -4.24 -2.64 2.93
H -6.83 -1.44 2.38
H -5.60 -2.03 1.40
H -5.81 0.56 1.58
H -4.18 0.06 2.04
H -4.97 2.29 4.57
H -6.44 2.32 3.62
H -4.85 2.34 2.84
C -5.13 -2.07 -2.99
O -5.13 -0.89 -2.26
C -4.02 -0.06 -2.53
C -4.12 0.59 -3.87
N -2.99 1.33 -4.36
C -1.69 0.64 -4.35
C -1.59 -0.51 -5.34
O -1.90 -0.06 -6.64
C -1.86 -1.09 -7.59
H -5.46 -1.98 -4.03
H -5.76 -2.78 -2.46
H -4.15 -2.58 -2.96
H -3.12 -0.68 -2.41
H -4.00 0.67 -1.72
H -4.97 1.28 -3.95
H -4.47 -0.19 -4.58
H -3.21 1.53 -5.34
H -1.47 0.25 -3.36
H -0.93 1.38 -4.61
H -2.32 -1.26 -4.95
H -0.62 -1.03 -5.29
H -2.02 -0.68 -8.59
H -2.61 -1.86 -7.39
H -0.88 -1.60 -7.59
C 6.02 -1.89 0.67
O 4.64 -1.74 0.82
C 4.29 -0.42 1.18
C 2.91 -0.43 1.84
N 3.07 -0.85 3.22
C 1.77 -1.11 3.90
C 2.07 -1.65 5.27
O 2.40 -2.99 5.16
C 3.18 -3.44 6.22
H 6.17 -2.90 0.29
H 6.60 -1.77 1.60
H 6.37 -1.08 0.02
H 4.28 0.21 0.28
H 5.01 0.03 1.87
H 2.16 -1.03 1.30
H 2.50 0.58 1.80
H 3.57 -1.73 3.33
H 1.25 -1.82 3.24
H 1.23 -0.16 3.89
H 1.17 -1.51 5.88
H 2.85 -1.03 5.71
H 4.11 -2.88 6.38
H 3.39 -4.50 6.09
H 2.61 -3.36 7.16
C 0.33 -4.39 -0.66
O -0.81 -4.25 0.19
C -1.54 -3.05 0.01
C -2.66 -2.95 1.02
N -2.18 -2.63 2.36
C -1.37 -3.62 3.06
C -1.78 -5.05 2.88
O -2.96 -5.32 3.58
C -3.45 -6.58 3.22
H 1.16 -4.43 0.07
H 0.49 -3.55 -1.33
H 0.41 -5.38 -1.10
H -1.93 -3.08 -1.02
H -0.93 -2.13 0.11
H -3.39 -3.76 1.00
H -3.27 -2.07 0.79
H -1.68 -1.73 2.36
H -1.22 -3.40 4.12
H -0.30 -3.60 2.73
H -1.00 -5.70 3.29
H -1.81 -5.26 1.81
H -3.93 -6.55 2.23
H -4.29 -6.75 3.91
H -2.74 -7.40 3.33
C 2.91 3.08 -5.71
C 2.78 4.41 -6.41
C 3.77 5.46 -5.97
O 3.29 5.90 -4.65
C 3.79 7.19 -4.26
N 2.70 4.16 -7.87
H 3.86 2.62 -5.99
H 2.05 2.45 -5.97
H 2.87 3.16 -4.62
H 1.80 4.88 -6.25
H 3.82 6.34 -6.63
H 4.82 5.14 -5.83
H 4.66 7.19 -3.60
H 3.02 7.41 -3.48
H 3.69 8.03 -4.94
H 2.75 4.99 -8.45
H 1.86 3.71 -8.18
C 7.20 5.72 3.83
C 6.63 4.49 3.11
C 7.62 3.84 2.19
O 7.09 2.76 1.43
C 6.10 3.11 0.49
N 6.13 3.56 4.11
H 6.53 6.12 4.57
H 7.58 6.44 3.10
H 8.10 5.37 4.39
H 5.74 4.89 2.60
H 8.39 3.29 2.73
H 8.13 4.52 1.48
H 5.96 2.41 -0.35
H 6.42 4.00 -0.07
H 5.13 3.16 0.98
H 6.74 3.40 4.90
H 5.94 2.64 3.70
C -1.44 -0.91 6.80
C -2.73 -1.47 6.24
C -3.60 -2.10 7.33
O -4.88 -2.43 6.93
C -5.66 -3.13 7.89
N -3.54 -0.36 5.62
H -1.66 -0.20 7.61
H -0.86 -0.38 6.06
H -0.88 -1.72 7.30
H -2.62 -2.23 5.46
H -3.59 -1.34 8.16
H -2.98 -2.90 7.80
H -6.61 -2.63 8.11
H -5.12 -3.40 8.79
H -5.96 -4.03 7.33
H -2.94 -0.10 4.82
H -3.40 0.47 6.21